Below is a 2-piece molecular cluster, C11H18 overall, with properties calculated with the ωB97M-V functional and the def2-TZVPD basis.

Bonds (Å) are listed after each position.
Geometry (Å):
1 C 0.52 0.90 -1.80  C2 1.532, C3 1.556, C4 1.583, H5 1.090
2 C 1.86 1.54 -2.18  C1 1.532, H6 1.109, H13 1.106, H14 1.089
3 C -0.53 1.92 -1.26  C1 1.556, H7 1.085, H8 1.089, H9 1.096
4 C -0.10 0.17 -3.05  C1 1.583, H10 1.119, H11 1.078, H12 1.099
5 H 0.66 0.16 -1.01  C1 1.090
6 H 1.97 2.63 -1.99  C2 1.109
7 H -1.30 1.43 -0.68  C3 1.085
8 H 0.02 2.71 -0.76  C3 1.089
9 H -0.91 2.26 -2.23  C3 1.096
10 H -1.11 -0.16 -2.69  C4 1.119
11 H -0.38 0.75 -3.91  C4 1.078
12 H 0.76 -0.45 -3.35  C4 1.099
13 H 2.11 1.35 -3.24  C2 1.106
14 H 2.70 1.09 -1.65  C2 1.089
15 C -0.79 0.74 3.20  C19 1.512, H26 1.064, H27 1.119, H29 1.107
16 C -1.25 -2.61 1.45  C17 1.378, C18 1.379, H22 1.108
17 C 0.03 -2.90 1.02  C16 1.378, C20 1.431, H23 1.092
18 C -1.57 -1.39 2.01  C16 1.379, C19 1.361, H24 1.095
19 C -0.62 -0.46 2.29  C15 1.512, C18 1.361, C21 1.411
20 C 0.99 -1.84 1.07  C17 1.431, C21 1.395, H25 1.068
21 C 0.67 -0.67 1.76  C19 1.411, C20 1.395, H28 1.099
22 H -2.07 -3.34 1.37  C16 1.108
23 H 0.36 -3.77 0.45  C17 1.092
24 H -2.60 -1.24 2.36  C18 1.095
25 H 1.97 -2.05 0.70  C20 1.068
26 H -0.33 0.60 4.15  C15 1.064
27 H -1.84 0.68 3.58  C15 1.119
28 H 1.20 0.29 1.64  C21 1.099
29 H -0.43 1.68 2.75  C15 1.107

Properties
Net charge = 0
Frontier orbital gap = 9.933 eV
Calculated total energy = -11697.681 eV
Relative energy (zero: lowest compared OMol25 entry of this formula, charge and spin) = 1.599 eV
Structure (SMILES) = Cc1ccccc1.CC(C)C
Highest occupied orbital energy = -9.04 eV

Results of the natural (NBO) charge analysis, in e, for atoms 1 through 5: -0.2109 -0.6261 -0.6129 -0.6236 0.2016